(1)
{"formula": "C19H41BMgN6Si4", "method": "ωB97M-V/def2-TZVPD", "orbital_gap_ha": 0.2743, "e_lumo_ev": 0.6, "elements": ["H", "N", "B", "N", "C", "Mg", "H", "C", "H", "C", "H", "C", "H", "H", "H", "N", "N", "N", "N", "C", "C", "H", "H", "C", "C", "C", "C", "H", "H", "H", "H", "H", "C", "Si", "C", "C", "Si", "Si", "C", "C", "C", "Si", "C", "C", "C", "H", "H", "H", "H", "H", "H", "H", "H", "H", "H", "H", "H", "H", "H", "H", "H", "H", "H", "H", "H", "H", "H", "H", "H", "H", "H", "H"], "positions_angstrom": [[2.3042, 0.4469, 2.4697], [2.0406, -0.4863, 0.5660], [2.4243, -1.8126, -1.5960], [2.8588, -1.3196, -0.1794], [3.9917, -1.5744, 0.4987], [0.1178, -0.0680, -0.2371], [4.7530, -2.2040, 0.0537], [3.9479, -0.8762, 1.7048], [4.6806, -0.8192, 2.4935], [2.7092, -0.1967, 1.7032], [3.2912, -2.4457, -2.1294], [-1.8810, 0.6089, -0.8516], [-2.4149, 1.3457, -0.2697], [-2.5056, -0.2696, -0.9768], [-1.5969, 0.9986, -1.8343], [2.0730, -0.5372, -2.4296], [1.1201, -2.6418, -1.4204], [1.1471, 0.3588, -1.9369], [0.0456, -2.0799, -0.7586], [2.5904, -0.0668, -3.5770], [0.8363, -3.9146, -1.7787], [3.3559, -0.6407, -4.0837], [1.5559, -4.5161, -2.3077], [1.9866, 1.1651, -3.8566], [-0.4689, -4.1832, -1.3421], [1.0851, 1.3928, -2.7978], [-0.9186, -3.0147, -0.7119], [2.1550, 1.8320, -4.6799], [-1.0443, -5.0862, -1.4556], [0.4312, 2.2443, -2.6323], [-1.8793, -2.8316, -0.2196], [-0.9923, 0.0606, 1.2825], [-1.4651, -3.2857, 3.7605], [-0.7862, -1.5811, 4.1601], [-1.4644, -0.9131, 5.8009], [1.0739, -1.6982, 4.2949], [-1.7010, -0.0476, 2.6366], [-3.9272, -0.6682, 2.2346], [-4.6033, -0.8553, 3.9902], [-4.8051, 0.7327, 1.3574], [-4.1180, -2.2842, 1.3073], [-1.4454, 2.1522, 3.0983], [-2.6180, 2.3663, 4.5319], [0.3449, 2.3933, 3.5877], [-1.9241, 3.2922, 1.6953], [-1.1045, -3.9203, 4.5849], [-1.0645, -3.6651, 2.8078], [-2.5607, -3.3606, 3.7327], [-1.0941, -1.6374, 6.5446], [-1.0590, 0.0826, 6.0450], [-2.5634, -0.8778, 5.8530], [1.5283, -2.1842, 3.4236], [1.5722, -0.7400, 4.4819], [1.2626, -2.3385, 5.1668], [-4.4941, 0.0534, 4.6022], [-5.6747, -1.0441, 3.8135], [-4.1745, -1.7067, 4.5411], [-4.5519, 0.7720, 0.2915], [-5.8660, 0.4654, 1.4590], [-4.6490, 1.7251, 1.8004], [-3.9070, -2.1738, 0.2359], [-3.5220, -3.1153, 1.7041], [-5.1832, -2.5279, 1.4203], [-2.3824, 1.7287, 5.3861], [-2.5414, 3.4091, 4.8547], [-3.6645, 2.1922, 4.2686], [1.0597, 2.2929, 2.7615], [0.4570, 3.4179, 3.9664], [0.6752, 1.7157, 4.3848], [-1.2899, 3.1729, 0.8102], [-2.9662, 3.1933, 1.3710], [-1.7921, 4.3247, 2.0447]]}

(2)
{"formula": "CH2F2O2", "method": "ωB97M-V/def2-TZVPD", "orbital_gap_ha": 0.3711, "e_lumo_ev": 0.3, "elements": ["C", "O", "O", "F", "F", "H", "H"], "positions_angstrom": [[0.5998, -0.1400, -0.0246], [0.2404, -1.3345, 0.0810], [-1.2094, 0.9152, 0.0317], [1.1713, 0.4921, 0.9914], [1.1469, 0.1952, -1.1633], [-0.4913, -1.5286, 0.7600], [-1.4576, 1.4005, -0.6763]]}

(3)
{"formula": "C5H9NO2", "method": "ωB97M-V/def2-TZVPD", "orbital_gap_ha": 0.3839, "e_lumo_ev": 0.8, "smiles": "C=CCCNC(=O)O", "elements": ["C", "C", "C", "C", "N", "C", "O", "O", "H", "H", "H", "H", "H", "H", "H", "H", "H"], "positions_angstrom": [[1.7806, -0.9538, 0.7221], [1.0120, -0.0148, 1.2452], [0.4752, 1.1942, 0.5310], [-0.9322, 1.1465, -0.0636], [-1.1166, 0.3668, -1.2800], [-1.0203, -1.0083, -1.2293], [-0.5982, -1.6640, -2.1524], [-1.4782, -1.4930, -0.0731], [2.2375, -1.7152, 1.3412], [2.0134, -0.9957, -0.3332], [0.9829, 0.1104, 2.3211], [0.5924, 2.1010, 1.1123], [1.1348, 1.4805, -0.3073], [-1.1777, 2.1583, -0.2912], [-1.7162, 0.9617, 0.6660], [-0.5586, 0.7627, -2.0207], [-1.6309, -2.4373, -0.1880]]}

(4)
{"formula": "C4H36O15S2", "method": "ωB97M-V/def2-TZVPD", "orbital_gap_ha": 0.3478, "e_lumo_ev": 0.2, "elements": ["C", "C", "O", "C", "S", "S", "C", "H", "H", "H", "H", "H", "H", "H", "H", "H", "H", "O", "H", "H", "O", "H", "H", "O", "H", "H", "O", "H", "H", "O", "H", "H", "O", "H", "H", "O", "H", "H", "O", "H", "H", "O", "H", "H", "O", "H", "H", "O", "H", "H", "O", "H", "H", "O", "H", "H", "O"], "positions_angstrom": [[1.7137, -3.3258, -1.1207], [2.7964, -2.6062, -1.8495], [2.5085, -1.7280, -2.6327], [1.9594, -3.5438, 0.3974], [2.7077, -2.0233, 1.0568], [1.7454, -1.3649, 2.6749], [0.6077, -0.0914, 1.9583], [0.7600, -2.8367, -1.2497], [1.6105, -4.3492, -1.5155], [3.8396, -2.9102, -1.6784], [2.6572, -4.3403, 0.6214], [0.9755, -3.6823, 0.8428], [-0.4122, -0.4903, 1.9500], [0.9258, 0.0996, 0.9386], [0.5553, 0.7709, 2.6193], [1.9522, 3.3872, 0.4245], [3.2894, 3.1369, 1.3902], [2.5159, 3.6637, 1.1871], [-1.4618, -4.1526, -2.8566], [-1.3578, -2.8657, -2.1079], [-0.9049, -3.3579, -2.8305], [1.2114, 4.4143, 2.4460], [-0.0582, 3.6121, 2.8786], [0.3652, 4.4859, 2.9221], [-1.6649, 1.6561, -2.8101], [-1.1263, 3.0350, -3.2144], [-1.8440, 2.6163, -2.7133], [-2.6933, 0.3665, -1.7645], [-4.1050, 1.1316, -2.1744], [-3.5843, 0.6600, -1.5163], [-3.8511, -0.4114, 1.6013], [-2.8671, 0.6849, 1.9839], [-2.9702, -0.2823, 1.9650], [1.1689, -1.4517, -3.7355], [-0.0563, -2.0312, -4.4633], [0.4975, -1.2257, -4.4258], [-1.9607, -1.9630, 2.1928], [-0.6096, -2.7186, 2.5580], [-1.4222, -2.7490, 2.0201], [-1.2401, -2.2873, 0.2821], [-2.1667, -1.2475, -0.1830], [-1.5334, -1.8622, -0.5627], [-0.6361, 4.6839, 1.5010], [-1.6628, 5.3232, 0.4481], [-1.3117, 4.4948, 0.7879], [-3.1780, 1.7823, -0.2174], [-2.7646, 3.1304, 0.5123], [-2.9696, 2.1846, 0.6556], [0.2357, 2.3713, -1.0108], [-0.0622, 3.5784, -0.1252], [0.6271, 3.1968, -0.7194], [-1.8054, 2.8088, 3.0695], [-1.4440, 1.8008, 1.9577], [-1.1460, 2.1491, 2.8195], [-0.8465, -0.6693, -2.1972], [-0.7044, -0.2864, -3.6928], [-1.1814, -0.0413, -2.8592]]}

(5)
{"formula": "CH3ClNO", "method": "ωB97M-V/def2-TZVPD", "orbital_gap_ha": 0.2718, "e_lumo_ev": 4.6, "charge": -1, "elements": ["C", "N", "O", "Cl", "H", "H", "H"], "positions_angstrom": [[0.1444, -0.6529, 0.0463], [0.5015, 0.7538, -0.0281], [0.8657, 1.2195, -1.1415], [-1.3448, 1.6369, 0.7062], [0.8503, -1.1540, 0.6671], [-0.8225, -0.6868, 0.7245], [-0.1947, -1.1165, -0.9744]]}

(6)
{"formula": "C9H60NO22", "method": "ωB97M-V/def2-TZVPD", "orbital_gap_ha": 0.1604, "e_lumo_ev": 1.6, "charge": -1, "elements": ["C", "C", "C", "C", "C", "C", "N", "O", "C", "C", "C", "H", "H", "H", "H", "H", "H", "H", "H", "H", "H", "H", "H", "H", "H", "H", "H", "H", "H", "O", "H", "H", "O", "H", "H", "O", "H", "H", "O", "H", "H", "O", "H", "H", "O", "H", "H", "O", "H", "H", "O", "H", "H", "O", "H", "H", "O", "H", "H", "O", "H", "H", "O", "H", "H", "O", "H", "H", "O", "H", "H", "O", "H", "H", "O", "H", "H", "O", "H", "H", "O", "H", "H", "O", "H", "H", "O", "H", "H", "O", "H", "H"], "positions_angstrom": [[1.8308, -14.8854, 8.7484], [2.6943, -15.9990, 9.4667], [3.5900, -15.3045, 10.5015], [2.8806, -14.7434, 11.7662], [2.1347, -15.9295, 12.4868], [1.1194, -16.6888, 11.5021], [1.8475, -17.0408, 10.2216], [1.1992, -17.9422, 9.3122], [-0.1042, -15.8002, 11.2550], [0.8233, -18.0289, 12.1969], [3.6304, -16.6569, 8.3942], [2.3347, -14.2069, 8.0601], [1.3996, -14.1688, 9.4474], [1.0787, -15.2677, 8.0582], [4.2959, -14.5924, 10.0740], [4.2277, -16.0687, 10.9458], [2.0898, -14.0047, 11.6350], [3.6646, -14.2952, 12.3766], [1.4593, -15.4588, 13.2012], [2.7593, -16.5749, 13.1044], [-0.1161, -15.0098, 10.5046], [-0.4140, -15.4286, 12.2318], [-0.9562, -16.4499, 11.0546], [-0.0054, -17.9222, 12.8968], [1.7092, -18.4653, 12.6583], [0.4571, -18.7943, 11.5128], [4.4989, -16.0014, 8.3310], [3.1797, -16.9266, 7.4391], [4.0244, -17.6045, 8.7616], [0.6895, -18.1836, 4.9009], [0.4526, -17.9556, 5.7999], [1.0671, -19.0607, 4.9674], [-0.4787, -10.2329, 8.3205], [-0.6357, -10.1430, 7.3806], [0.4646, -10.3782, 8.3935], [6.8508, -11.6540, 15.2641], [7.6696, -11.2495, 15.5506], [7.0613, -12.5833, 15.1726], [-0.7755, -22.0948, 8.8329], [-0.0692, -22.6854, 8.5711], [-0.3346, -21.2715, 9.0427], [5.6135, -20.2428, 5.1493], [4.7433, -20.4933, 5.4595], [6.0437, -19.8683, 5.9180], [1.8672, -22.9863, 13.0896], [1.2480, -22.8574, 13.8081], [1.3560, -23.4221, 12.4077], [6.3779, -11.1843, 11.2793], [6.2858, -11.6229, 12.1251], [7.0310, -11.7032, 10.8098], [-2.9135, -22.0754, 12.9251], [-2.4673, -22.8078, 12.4999], [-3.1926, -21.5126, 12.2030], [-2.6566, -17.5268, 7.9389], [-2.3218, -16.9813, 7.2272], [-1.8810, -17.7559, 8.4510], [5.8384, -18.7634, 13.0623], [5.1255, -18.9890, 12.4647], [5.6708, -19.2884, 13.8449], [4.6490, -12.6891, 4.2381], [4.7318, -12.2403, 5.0795], [5.2576, -12.2293, 3.6599], [5.4501, -17.4484, 17.4803], [5.4199, -17.0123, 16.6288], [5.6118, -16.7422, 18.1060], [2.7142, -20.7255, 16.8359], [2.5388, -19.8006, 17.0091], [1.8475, -21.1279, 16.7804], [3.6916, -20.6205, 10.5818], [3.1033, -21.2775, 10.9540], [3.1362, -19.8539, 10.4401], [-0.8154, -22.5613, 15.9035], [-1.3101, -23.2851, 16.2877], [-1.4597, -22.0782, 15.3861], [7.9192, -17.1934, 10.0188], [7.2274, -17.2034, 9.3573], [7.6349, -17.8316, 10.6731], [3.0183, -10.9874, 9.4636], [3.7531, -10.8176, 10.0531], [2.6524, -11.8174, 9.7690], [7.1335, -14.9272, 13.7301], [6.8517, -15.8260, 13.5601], [8.0890, -14.9625, 13.6843], [2.2802, -21.2712, 6.3528], [2.3156, -22.1426, 6.7474], [2.1936, -20.6745, 7.0962], [2.9016, -16.0947, 3.1654], [2.9097, -15.1712, 3.4168], [2.2175, -16.4854, 3.7092], [-6.0060, -16.9066, 9.6208], [-5.1602, -16.8055, 9.1843], [-5.8444, -16.6330, 10.5237]]}